# C8H19N3O

A single C8H19N3O molecule in a non-equilibrium geometry (the ωB97M-V functional and the def2-TZVPD basis, the OMol25 dataset).

- Kohn-Sham gap (eV) = 9.205
- HOMO (eV) = -8.133
- energy relative to the best compared isomer or geometry (same formula, charge and spin) (kcal/mol) = 44.4
- calculated total energy (Ha) = -555.62731
- lowest unoccupied orbital energy (eV) = 1.07
- SMILES = C1CNCCOCCNCCN1

The geometry in ORCA input format:
```
! RIJCOSX wB97M-V def2-TZVPD def2/J DEFGRID3
* xyz 0 1
C -1.6063 0.5903 -0.1769
C -2.3572 -0.5381 0.5285
N -1.9045 -0.8115 1.9575
C -0.7701 -1.6795 2.2768
C 0.5534 -0.9605 2.2743
O 0.9740 -0.6996 0.8888
C 2.0853 0.0798 0.8350
C 2.5620 0.2863 -0.6461
N 1.7028 1.0644 -1.4713
C 0.7019 0.4442 -2.3329
C -0.7187 1.1091 -2.4735
N -1.7130 0.4053 -1.6635
H -1.9947 1.4889 0.2393
H -0.5358 0.7349 0.1507
H -2.2282 -1.5399 0.0307
H -3.4228 -0.2733 0.4439
H -1.5955 0.1017 2.3613
H -1.0476 -2.0431 3.2500
H -0.7090 -2.4856 1.6209
H 0.6097 -0.0080 2.8339
H 1.3274 -1.5742 2.6261
H 2.8899 -0.4351 1.4097
H 1.9224 1.0906 1.2120
H 2.6903 -0.6984 -1.1229
H 3.5953 0.6488 -0.6148
H 1.7484 2.0246 -1.5042
H 0.3653 -0.4860 -1.8468
H 1.1051 0.1975 -3.4102
H -1.0505 0.9499 -3.5010
H -0.6138 2.1634 -2.2587
H -2.5653 0.8532 -1.9168
*
```